Record 1
DFT (ωB97M-V/def2-TZVPD) results for a 2-piece molecular cluster, C2H9N3 overall in a non-equilibrium geometry.

Properties
- Relative energy (zero: lowest compared OMol25 entry of this formula, charge and spin): 0.9064 eV
- E: -245.83836 hartree
- LUMO: 0.04248 Eh
- 2S+1: 1
- Kohn-Sham gap: 10.61 eV
- E_HOMO: -9.45 eV
- F_max: 1.246 eV Å⁻¹
- SMILES: [H]/N=C/CN.N

```
14
Properties=species:S:1:pos:R:3:forces:R:3:nbo_charge:R:1
H -0.3778 1.9134 1.5667 -0.2 -0.1 -0.3 0.34
N 0.0318 1.0084 1.3421 0.1 -0.2 -0.1 -0.68
C -0.5568 0.3705 0.4135 -0.5 -0.1 1.1 0.18
C -0.1629 -1.0476 0.1258 0.4 0.0 -0.4 -0.29
N -1.2413 -1.9178 0.5855 -0.1 0.0 0.1 -0.83
H -1.4925 0.6783 -0.0650 0.2 0.2 -0.1 0.16
H -0.0598 -1.1653 -0.9585 0.0 0.0 0.1 0.21
H 0.8096 -1.2507 0.5999 -0.1 0.1 -0.1 0.18
H -1.0208 -2.8864 0.3851 -0.1 0.1 0.0 0.36
H -1.3454 -1.8230 1.5919 0.0 -0.1 -0.1 0.36
N 1.1320 1.3903 -1.4134 0.3 0.0 0.4 -1.09
H 1.5082 1.3828 -0.4540 -0.2 0.0 -0.8 0.38
H 1.8117 0.9893 -2.0499 0.1 0.2 0.1 0.36
H 0.9638 2.3577 -1.6697 0.1 -0.1 -0.1 0.36
```
Forces are in eV/Å.


Record 2
DFT (ωB97M-V/def2-TZVPD) results for a 2-piece molecular cluster, C2H9N3 overall.

Properties
- Relative energy (zero: lowest compared OMol25 entry of this formula, charge and spin): 1.4879 eV
- E: -245.81699 hartree
- LUMO: 0.03561 Eh
- 2S+1: 1
- Kohn-Sham gap: 10.33 eV
- E_HOMO: -9.37 eV
- F_max: 0.719 eV Å⁻¹
- SMILES: C=N.NCN

```
14
Properties=species:S:1:pos:R:3:forces:R:3:nbo_charge:R:1
C -0.0672 1.9340 -1.5659 -0.3 0.5 -0.3 -0.05
N -0.5319 2.7254 -2.4332 -0.1 0.1 0.0 -0.58
H -0.5994 1.9334 -0.6206 0.2 -0.4 0.3 0.16
H 0.8105 1.3135 -1.7328 0.0 -0.2 0.2 0.15
H 0.0080 2.6991 -3.2927 0.1 0.0 -0.2 0.33
N 0.0341 -2.3945 0.5791 0.3 -0.5 0.4 -0.83
C 0.3902 -1.0141 0.8838 -0.1 0.3 -0.2 -0.05
N -0.7421 -0.3755 1.5397 0.1 0.3 -0.1 -0.85
H 0.8683 -2.9586 0.4301 -0.1 0.1 -0.2 0.35
H -0.4213 -2.7993 1.3938 -0.1 0.1 -0.1 0.36
H 1.2875 -0.8673 1.5006 -0.1 -0.4 0.2 0.15
H 0.6436 -0.5464 -0.0731 -0.2 0.2 0.0 0.16
H -1.2031 0.3228 0.9589 0.2 -0.3 0.3 0.37
H -0.4773 0.0274 2.4324 -0.2 0.1 -0.3 0.36
```
Forces are in eV/Å.


Record 3
DFT (ωB97M-V/def2-TZVPD) results for an isolated molecule of C2H9N3O in a non-equilibrium geometry.

Properties
- Relative energy (zero: lowest compared OMol25 entry of this formula, charge and spin): 3.7663 eV
- E: -320.99333 hartree
- LUMO: 0.03981 Eh
- 2S+1: 1
- Kohn-Sham gap: 9.52 eV
- E_HOMO: -8.44 eV
- F_max: 1.867 eV Å⁻¹
- SMILES: CN(N)CNO

```
15
Properties=species:S:1:pos:R:3:forces:R:3:nbo_charge:R:1
C -0.5743 -1.3049 -0.1740 -0.2 0.0 0.0 -0.44
N -0.7338 0.0905 0.2538 -1.4 0.8 -0.9 -0.30
N -1.8591 0.7063 -0.5594 0.4 -0.6 0.2 -0.71
C 0.4243 0.9014 -0.1058 0.9 -0.3 1.6 -0.09
N 1.5354 0.5847 0.8681 -0.4 -0.2 -1.2 -0.34
O 2.3456 -0.4752 0.2959 0.4 0.6 0.2 -0.61
H -1.5117 -1.8550 -0.0317 0.1 0.2 0.0 0.20
H -0.2812 -1.3942 -1.2266 0.0 0.1 0.0 0.18
H 0.1805 -1.8094 0.4386 -0.1 0.3 -0.1 0.22
H -2.1063 1.6105 -0.1478 0.4 -0.4 0.2 0.35
H -2.7042 0.1404 -0.4450 0.5 -0.1 0.2 0.35
H 0.2108 1.9620 0.0632 -0.3 -0.2 -0.1 0.19
H 0.7609 0.7727 -1.1418 0.1 -0.2 0.2 0.18
H 1.0894 0.1237 1.6643 0.0 0.2 -0.2 0.35
H 3.2238 -0.0535 0.2482 -0.6 -0.3 0.0 0.47
```
Forces are in eV/Å.


Record 4
DFT (ωB97M-V/def2-TZVPD) results for a 2-piece molecular cluster, C2H9N3O overall in a non-equilibrium geometry.

Properties
- Relative energy (zero: lowest compared OMol25 entry of this formula, charge and spin): 1.2366 eV
- E: -321.08629 hartree
- LUMO: 0.02551 Eh
- 2S+1: 1
- Kohn-Sham gap: 9.55 eV
- E_HOMO: -8.85 eV
- F_max: 2.317 eV Å⁻¹
- SMILES: [H]/N=C(\N)NC.O

```
15
Properties=species:S:1:pos:R:3:forces:R:3:nbo_charge:R:1
H -0.3828 -0.8817 -1.7883 -0.4 0.9 -0.5 0.35
N -0.2040 -0.2590 -1.0036 0.6 -2.1 0.6 -0.84
C -1.0865 -0.3668 -0.0720 0.2 1.7 0.0 0.60
N -2.4603 -0.3431 -0.2349 0.0 -1.1 -0.5 -0.86
N -0.7072 -0.2347 1.2583 -0.2 1.3 0.0 -0.59
C 0.6288 0.2906 1.5228 0.5 0.3 -0.4 -0.41
H -3.0715 0.1435 0.3880 0.0 -0.3 0.3 0.39
H -2.8647 -0.8647 -0.9946 0.0 0.4 0.0 0.40
H -1.3687 0.3842 1.7240 -0.1 -0.6 0.3 0.36
H 1.4142 -0.4607 1.4855 -0.2 -0.2 0.1 0.21
H 0.6419 0.7745 2.4916 -0.1 -0.2 0.3 0.20
H 0.9128 1.0461 0.7882 -0.1 0.0 0.0 0.20
O 3.2293 0.7506 -1.2870 0.4 0.3 -0.1 -0.95
H 3.4118 -0.1454 -0.9909 -0.4 0.1 0.0 0.47
H 2.2971 0.9352 -1.1353 -0.1 -0.5 0.0 0.49
```
Forces are in eV/Å.


Record 5
DFT (ωB97M-V/def2-TZVPD) results for a 2-piece molecular cluster, C2H9N3O overall in a non-equilibrium geometry.

Properties
- Relative energy (zero: lowest compared OMol25 entry of this formula, charge and spin): 0.0000 eV
- E: -320.43801 hartree
- LUMO: -0.28893 Eh
- 2S+1: 1
- Total charge: +2
- Kohn-Sham gap: 9.59 eV
- E_HOMO: -17.45 eV
- F_max: 1.400 eV Å⁻¹

```
15
Properties=species:S:1:pos:R:3:forces:R:3:nbo_charge:R:1
C -1.6941 0.2085 0.0259 -0.5 0.2 0.1 0.40
C -0.6771 -0.8406 -0.2098 1.1 -0.8 -0.1 0.25
N -2.1819 0.8519 -1.0129 -0.1 -0.1 0.1 -0.70
N -1.8913 0.6318 1.2597 -0.1 -0.1 -0.1 -0.71
N 3.3747 0.0459 -0.0336 0.5 0.1 -0.1 -0.87
O -1.1151 -2.0404 -0.1969 -0.7 0.4 0.1 -0.55
H -2.7903 1.6520 -0.8954 0.0 0.0 -0.1 0.44
H -2.0629 0.5101 -1.9547 0.1 0.0 0.0 0.44
H -2.4752 1.4367 1.4499 0.0 0.0 0.0 0.44
H 3.2781 -0.9322 -0.3357 -0.1 0.2 0.1 0.46
H -1.5968 0.0920 2.0595 0.0 0.0 0.0 0.44
H 3.2629 0.6720 -0.8446 0.0 -0.2 0.2 0.47
H 2.6903 0.2807 0.6948 0.1 -0.1 -0.2 0.46
H 4.3282 0.1770 0.3420 -0.3 0.0 -0.1 0.47
H -0.4498 -2.7453 -0.3482 0.0 0.5 0.0 0.54
```
Forces are in eV/Å.


Record 6
DFT (ωB97M-V/def2-TZVPD) results for an isolated molecule of C2H9N3S in a non-equilibrium geometry.

Properties
- Relative energy (zero: lowest compared OMol25 entry of this formula, charge and spin): 0.1811 eV
- E: -643.92474 hartree
- LUMO: 0.02905 Eh
- 2S+1: 1
- Kohn-Sham gap: 9.66 eV
- E_HOMO: -8.87 eV
- F_max: 6.444 eV Å⁻¹
- SMILES: CCN(S)NN

```
15
Properties=species:S:1:pos:R:3:forces:R:3:nbo_charge:R:1
C 0.8246 0.5537 1.8669 -1.3 0.1 0.6 -0.63
C 1.0480 -0.1685 0.5527 3.5 -1.0 0.8 -0.26
N -0.1007 -0.3879 -0.1570 -4.6 -0.2 -4.5 -0.47
S -0.4122 -1.9738 -0.7881 0.7 0.6 0.0 0.13
N -0.4994 0.6818 -1.3368 0.8 -0.7 2.2 -0.28
N -1.8553 0.8408 -1.3670 0.1 0.8 -1.1 -0.63
H 0.0611 -0.1354 2.3126 0.0 1.4 0.0 0.21
H 1.5785 0.6338 2.6545 0.7 -0.4 -0.7 0.22
H 0.5147 1.6225 1.7136 -0.4 -1.2 0.1 0.21
H 1.8232 0.2279 -0.0796 0.5 0.7 -0.3 0.18
H 1.3799 -1.2171 0.6827 0.4 0.6 0.9 0.21
H 0.6257 -2.1682 -1.7051 -0.6 0.3 0.6 0.07
H -0.3799 0.2040 -2.2234 1.0 -0.4 0.2 0.34
H -2.3465 0.0106 -1.5319 -0.8 -1.7 -0.4 0.33
H -2.2618 1.2757 -0.5940 -0.1 1.0 1.5 0.35
```
Forces are in eV/Å.


Record 7
DFT (ωB97M-V/def2-TZVPD) results for an isolated molecule of C2H9N3S in a non-equilibrium geometry.

Properties
- Relative energy (zero: lowest compared OMol25 entry of this formula, charge and spin): 0.4936 eV
- E: -643.91325 hartree
- LUMO: 0.03026 Eh
- 2S+1: 1
- Kohn-Sham gap: 9.55 eV
- E_HOMO: -8.73 eV
- F_max: 5.924 eV Å⁻¹

```
15
Properties=species:S:1:pos:R:3:forces:R:3:nbo_charge:R:1
C 1.1039 0.3604 -0.8472 1.6 0.5 1.0 -0.45
C -1.1240 0.3932 0.2384 -3.8 3.1 -3.4 -0.07
N 0.9550 -2.7727 -0.7979 1.1 -0.1 -0.4 -1.16
N -0.7576 1.3491 1.3379 2.8 -3.4 -3.9 -0.86
N -0.1082 -0.3571 -0.4265 0.3 0.1 -0.5 -0.68
S -0.0374 -1.9798 0.0488 1.7 0.7 1.4 1.12
H 1.4372 1.0407 0.0055 -0.2 -0.8 -1.0 0.19
H 2.0154 -0.2910 -1.1205 -1.9 0.5 0.5 0.24
H 0.9323 1.0446 -1.6955 -0.3 -0.5 0.2 0.21
H -1.4957 1.1202 -0.6108 0.5 -1.0 1.3 0.16
H -2.0946 -0.2326 0.3017 1.8 0.5 0.8 0.19
H -0.0505 0.8055 1.7669 0.4 0.4 2.1 0.36
H 0.6512 -3.5246 -1.3875 -0.9 0.0 -0.1 0.38
H -1.4772 1.7765 1.7864 -2.2 0.9 1.9 0.38
H 0.9010 -1.5729 1.0195 -0.8 -0.9 0.1 -0.01
```
Forces are in eV/Å.


Record 8
DFT (ωB97M-V/def2-TZVPD) results for a 2-piece molecular cluster, C2H9N4 overall in a non-equilibrium geometry.

Properties
- Relative energy (zero: lowest compared OMol25 entry of this formula, charge and spin): 1.6708 eV
- E: -300.35793 hartree
- LUMO: -0.17928 Eh
- 2S+1: 1
- Total charge: +1
- Kohn-Sham gap: 9.43 eV
- E_HOMO: -14.31 eV
- F_max: 4.497 eV Å⁻¹

```
15
Properties=species:S:1:pos:R:3:forces:R:3:nbo_charge:R:1
C -0.9515 1.3562 0.1238 -1.5 1.0 -1.2 0.06
C -1.2237 -0.0876 -0.0537 -3.8 -2.2 0.8 0.50
N 0.1920 1.8508 -0.0113 0.1 -1.0 -0.2 -0.51
N -0.2607 -0.9534 -0.1000 -0.9 1.2 -0.1 -0.69
N -2.6526 -0.3828 -0.0515 2.8 1.9 -1.0 -0.76
N 2.3670 -0.7655 0.0792 -3.1 -0.8 3.1 -1.07
H -1.9664 1.8338 0.0804 1.2 0.7 0.4 0.17
H 0.2824 2.8504 -0.1638 -0.4 0.2 0.5 0.40
H -0.3775 -1.9693 -0.2585 0.2 1.1 0.2 0.44
H 0.6856 -0.4446 -0.0508 0.0 -1.8 -0.5 0.48
H -3.2496 0.4982 -0.2123 1.1 -2.2 0.3 0.42
H -2.9712 -1.2471 -0.5225 0.3 0.9 0.5 0.43
H 2.8955 -0.0500 -0.2736 1.7 2.2 -0.5 0.39
H 2.7921 -1.6371 -0.0401 0.8 -1.4 -0.4 0.39
H 2.0839 -0.6974 1.1090 1.4 0.3 -1.9 0.38
```
Forces are in eV/Å.


Record 9
DFT (ωB97M-V/def2-TZVPD) results for C2H9N5 as an isolated structure in a non-equilibrium geometry.

Properties
- Relative energy (zero: lowest compared OMol25 entry of this formula, charge and spin): 4.6665 eV
- E: -355.22737 hartree
- LUMO: 0.03237 Eh
- 2S+1: 1
- Kohn-Sham gap: 8.54 eV
- E_HOMO: -7.66 eV
- F_max: 4.367 eV Å⁻¹

```
16
Properties=species:S:1:pos:R:3:forces:R:3:nbo_charge:R:1
C 0.4592 0.7118 -1.0583 -3.2 -2.1 2.1 -0.23
N -0.7941 0.1077 0.0432 0.3 0.6 -1.1 -0.14
C 1.1106 0.0330 0.0733 4.0 1.9 0.1 0.46
N -1.5853 1.0254 0.7630 0.4 0.0 -0.6 -0.66
N -1.3940 -1.1290 -0.2587 -0.3 0.4 -0.8 -0.67
N 1.4328 -1.3167 -0.0901 -0.1 0.1 0.0 -0.85
N 1.7263 0.8846 0.8817 -0.1 -0.9 -0.7 -0.88
H -0.9247 1.5458 1.3459 -0.2 -0.1 -0.1 0.38
H -2.0470 1.6683 0.1184 0.0 0.1 0.2 0.33
H -1.8927 -1.4509 0.5687 0.2 0.2 0.0 0.37
H -2.0878 -0.9990 -0.9955 -0.1 -0.1 0.1 0.33
H 0.6430 -1.8654 -0.4134 0.1 0.0 0.0 0.40
H 1.8638 -1.7301 0.7254 -0.1 0.1 0.0 0.38
H 2.5583 0.4636 1.2921 -0.5 -0.3 0.7 0.33
H 0.5146 0.2631 -2.0532 -0.4 0.1 0.3 0.22
H 0.4169 1.7880 -0.9425 0.1 -0.2 -0.2 0.23
```
Forces are in eV/Å.


Record 10
DFT (ωB97M-V/def2-TZVPD) results for an isolated ion of composition C2H9N5 and charge +2 in a non-equilibrium geometry.

Properties
- Relative energy (zero: lowest compared OMol25 entry of this formula, charge and spin): 2.2114 eV
- E: -354.68013 hartree
- LUMO: -0.30089 Eh
- 2S+1: 1
- Total charge: +2
- Kohn-Sham gap: 9.96 eV
- E_HOMO: -18.15 eV
- F_max: 7.278 eV Å⁻¹
- SMILES: N/C(=N\C=[NH2+])N[NH3+]

```
16
Properties=species:S:1:pos:R:3:forces:R:3:nbo_charge:R:1
N 0.5403 -1.4974 0.1367 -1.6 0.6 -0.3 -0.73
C 0.2800 -0.1966 0.0946 -2.5 0.2 -0.1 0.68
N -1.0387 0.4227 0.1502 7.3 0.3 0.3 -0.56
C -2.1203 -0.1953 -0.1133 -0.8 0.0 -0.1 0.38
N -3.2297 0.4840 0.0280 -1.9 -1.8 0.1 -0.67
N 1.2648 0.7711 0.0689 -0.7 -0.4 0.0 -0.42
N 2.6966 0.6457 0.0442 -2.2 1.8 -2.0 -0.46
H -0.3003 -2.0722 0.0425 0.5 -0.1 0.4 0.44
H 1.3689 -1.9606 -0.1854 0.5 0.0 0.0 0.44
H -2.0925 -1.2099 -0.4917 -0.9 -0.3 0.2 0.19
H -4.0859 -0.0175 0.2449 0.0 -0.3 -0.8 0.44
H -3.3706 1.4576 0.1887 1.0 0.8 0.3 0.45
H 0.7682 1.5663 -0.2826 0.8 1.6 -0.1 0.47
H 3.1973 1.2529 0.6426 0.1 1.3 1.9 0.47
H 2.9250 -0.2483 0.2595 1.0 -3.9 1.5 0.44
H 3.1970 0.7975 -0.8276 -0.6 0.3 -1.4 0.46
```
Forces are in eV/Å.